Run A
Here is a structure of composition H22O11Xe from the OMol25 dataset. Energies are from ωB97M-V with the def2-TZVPD basis set.

Geometry as XYZ:
```
34
Properties=species:S:1:pos:R:3
Xe -0.03 -0.20 0.70
O 2.15 -0.90 -2.61
H 2.61 -0.29 -2.03
H 2.28 -1.76 -2.21
O -0.69 2.77 -1.35
H -1.00 2.05 -1.91
H -1.48 3.27 -1.14
O 2.69 -2.17 3.82
H 2.45 -2.24 2.90
H 1.85 -2.12 4.29
O 2.09 -3.31 1.46
H 1.21 -3.69 1.41
H 2.33 -3.14 0.55
O 3.35 1.13 -1.27
H 2.82 1.89 -1.02
H 3.95 1.00 -0.54
O -0.72 -1.96 -2.05
H -0.73 -2.09 -3.00
H 0.15 -1.60 -1.87
O -3.09 0.47 2.14
H -3.22 0.21 1.23
H -3.35 1.39 2.18
O 1.80 3.19 -0.29
H 1.48 3.41 0.59
H 1.00 3.00 -0.79
O -3.78 -0.37 -0.59
H -3.10 -0.40 -1.26
H -4.40 0.28 -0.91
O -1.60 0.64 -2.81
H -1.28 -0.25 -2.69
H -1.70 0.74 -3.76
O -1.32 0.64 4.54
H -1.85 0.62 3.75
H -0.86 -0.19 4.55
```

HOMO, eV: -10.74
Net charge: 0
E_LUMO, eV: -0.20
Frontier orbital gap, eV: 10.54

Run B
Here is a structure of composition H22O11Xe from the OMol25 dataset. Energies are from ωB97M-V with the def2-TZVPD basis set.

Geometry as XYZ:
```
34
Properties=species:S:1:pos:R:3
Xe -0.74 0.13 -0.03
O 3.74 1.13 -0.81
H 3.27 1.13 -1.65
H 3.06 1.22 -0.15
O 2.23 -0.11 1.28
H 2.86 -0.82 1.41
H 1.38 -0.55 1.23
O -3.08 0.19 -2.46
H -2.15 0.03 -2.62
H -3.49 -0.67 -2.48
O 1.56 3.04 0.35
H 1.34 2.39 1.01
H 2.03 3.72 0.83
O -4.04 0.41 2.96
H -4.42 -0.08 3.70
H -3.79 -0.27 2.33
O -0.33 0.21 -3.30
H 0.20 -0.56 -3.09
H -0.65 0.05 -4.19
O 2.01 1.40 -3.67
H 1.15 1.06 -3.42
H 1.99 2.32 -3.39
O -0.24 -1.24 3.17
H -0.48 -1.48 4.07
H -0.77 -1.80 2.62
O -2.06 -3.09 1.55
H -1.79 -3.90 1.98
H -2.94 -2.92 1.88
O 0.16 2.05 2.77
H -0.64 2.50 3.04
H -0.07 1.12 2.79
O 1.27 -1.97 -2.67
H 1.22 -2.88 -2.38
H 2.20 -1.76 -2.67
```

HOMO, eV: -9.85
Net charge: 0
E_LUMO, eV: -0.42
Frontier orbital gap, eV: 9.43

Quick ranking, most stable first: run A, run B.

Run A
Here is a structure of composition C11H19IrO2 from the OMol25 dataset. Energies are from ωB97M-V with the def2-TZVPD basis set.

Geometry as XYZ:
```
33
Properties=species:S:1:pos:R:3
C -0.25 -4.28 0.09
C -1.14 -3.91 -1.13
H -0.10 -3.37 0.97
H 1.03 -4.08 -0.11
H -0.38 -3.44 -2.10
H -1.57 -2.73 -1.09
Ir 1.94 -0.01 -0.94
C 3.43 0.96 -0.03
C 3.88 0.49 -1.37
C 1.91 1.83 -1.73
C 2.19 1.79 -0.23
H 4.69 -0.25 -1.55
H 2.97 0.75 -3.48
H 0.99 2.26 -2.19
C 2.96 1.03 -2.40
H 1.51 2.18 0.56
H 3.82 0.62 0.95
C -1.93 -1.81 2.49
O -0.98 -1.09 1.68
C -1.13 0.33 1.69
C -1.69 0.88 0.34
O -1.04 2.11 0.00
C -1.92 3.09 -0.61
H -2.86 -1.25 2.73
H -2.19 -2.70 1.91
H -1.48 -2.13 3.44
H -1.84 0.68 2.47
H -0.14 0.78 1.88
H -1.51 0.13 -0.44
H -2.78 1.04 0.48
H -2.53 2.67 -1.44
H -2.58 3.54 0.16
H -1.28 3.89 -1.01
```

HOMO (alpha / beta), eV: -14.47 / -15.97
2S+1: 5
Net charge: +2
E_LUMO (alpha / beta), eV: -8.30 / -12.12
Frontier orbital gap (alpha / beta), eV: 6.17 / 3.85

Run B
Here is a structure of composition C11H19IrO2 from the OMol25 dataset. Energies are from ωB97M-V with the def2-TZVPD basis set.

Geometry as XYZ:
```
33
Properties=species:S:1:pos:R:3
C -3.59 2.04 0.47
C -2.71 3.02 0.68
H -3.49 1.14 1.00
H -3.68 1.71 -0.53
H -2.19 3.38 -0.14
H -1.97 2.89 1.45
Ir 0.45 -0.31 -1.31
C 0.84 -2.26 -2.02
C 1.02 -1.28 -3.09
C 2.51 -0.75 -1.34
C 1.76 -1.93 -0.95
H 0.48 -1.24 -4.02
H 2.40 0.50 -3.25
H 3.26 -0.22 -0.75
C 2.05 -0.35 -2.67
H 1.84 -2.43 0.01
H 0.12 -3.07 -2.04
C -2.49 -0.18 3.37
O -1.52 -0.31 2.32
C -0.30 -0.97 2.64
C 0.92 -0.01 2.61
O 2.09 -0.67 2.14
C 3.31 -0.20 2.73
H -2.03 -0.20 4.37
H -2.99 0.79 3.21
H -3.24 -0.98 3.33
H -0.34 -1.38 3.67
H -0.15 -1.79 1.91
H 0.69 0.86 1.96
H 1.08 0.34 3.65
H 3.35 0.90 2.79
H 3.43 -0.61 3.74
H 4.14 -0.55 2.12
```

HOMO (alpha / beta), eV: -15.14 / -15.76
2S+1: 5
Net charge: +2
E_LUMO (alpha / beta), eV: -8.50 / -12.20
Frontier orbital gap (alpha / beta), eV: 6.64 / 3.56

Quick ranking, most stable first: run B, run A.